Entry 1:
{
  "formula": "C3H7N2O",
  "method": "ωB97M-V/def2-TZVPD",
  "lumo_energy_ev": [-4.63, -3.83],
  "spin_multiplicity": 1,
  "molar_mass_g_mol": 87.10,
  "charge": 1,
  "orbital_gap_ev": [7.239, 8.229],
  "symbols": ["C", "C", "C", "N", "N", "O", "H", "H", "H", "H", "H", "H", "H"],
  "xyz": [[0.8279, -0.7277, -0.0899], [2.8686, 0.5189, -0.0279], [-1.1544, 0.6338, 0.1710], [0.0812, 0.3320, 0.1453], [-2.4288, -0.3614, -0.0100], [2.1110, -0.5396, -0.0668], [0.6015, -1.7620, -0.3244], [3.8473, 0.2530, -0.1288], [2.5801, 1.4853, 0.3013], [-1.5343, 1.6318, 0.2767], [-2.5230, -0.2126, -0.9571], [-3.2255, 0.0947, 0.5808], [-2.0518, -1.3462, 0.1300]],
  "forces_ev_per_angstrom": [[-1.35, 0.54, 0.53], [-1.74, -0.51, 0.58], [0.17, -0.28, 0.48], [-1.27, -0.44, -0.49], [2.13, 0.65, 3.19], [1.95, 0.04, -0.68], [-0.40, 0.18, 0.15], [2.50, -0.45, -0.28], [-0.81, 0.54, 0.02], [-0.05, 0.19, 0.13], [-1.29, 0.06, -2.79], [1.63, -1.91, -1.26], [-1.47, 1.38, 0.43]]
}

=====

Entry 2:
{
  "formula": "C5H31NO10",
  "method": "ωB97M-V/def2-TZVPD",
  "lumo_energy_ev": 0.23,
  "smiles": "CCNCCCO.O.O.O.O.O.O.O.O.O",
  "spin_multiplicity": 1,
  "molar_mass_g_mol": 265.30,
  "orbital_gap_ev": 9.062,
  "symbols": ["C", "C", "N", "C", "C", "C", "O", "H", "H", "H", "H", "H", "H", "H", "H", "H", "H", "H", "H", "H", "O", "H", "H", "O", "H", "H", "O", "H", "H", "O", "H", "H", "O", "H", "H", "O", "H", "H", "O", "H", "H", "O", "H", "H", "O", "H", "H"],
  "xyz": [[-0.0730, 1.1515, 2.1914], [0.2318, 0.5619, 0.7938], [0.7790, -0.8023, 0.9347], [-0.2560, -1.7239, 1.3774], [-1.1138, -2.2767, 0.2405], [-2.5339, -2.8002, 0.4607], [-3.5408, -1.9014, 0.0180], [-0.8204, 0.6960, 2.8331], [-0.4479, 2.1784, 2.1051], [0.8810, 1.1314, 2.7139], [-0.5881, 0.7157, 0.0887], [1.0337, 1.2365, 0.4885], [1.2879, -0.9669, 0.0850], [-0.8248, -1.2222, 2.1526], [0.2444, -2.5085, 1.9561], [-0.5812, -3.1318, -0.1818], [-1.2240, -1.5605, -0.5678], [-2.6637, -3.6629, -0.1917], [-2.8249, -3.0915, 1.4801], [-3.5061, -0.9823, 0.3263], [3.6987, -1.5235, -1.1389], [4.2542, -0.8729, -1.5729], [2.9850, -0.8581, -1.0696], [2.8254, 3.3781, 0.2096], [3.2248, 2.7942, 0.8778], [1.8997, 3.2649, 0.4647], [0.1686, 2.3849, -2.3760], [0.3960, 2.7491, -3.2391], [1.0005, 2.4721, -1.9047], [1.0808, -1.7869, -1.8961], [0.5064, -1.2865, -2.4839], [0.9399, -2.7075, -1.7182], [-3.5906, 0.7512, -0.5982], [-4.4479, 0.7132, -1.0264], [-3.6960, 1.1112, 0.2943], [-1.3914, -0.2954, -2.8808], [-0.9342, 0.5579, -2.8746], [-1.9469, -0.2108, -2.1373], [-3.2718, 1.5028, 2.1073], [-3.7499, 0.8701, 2.6515], [-2.3917, 1.0996, 2.0957], [3.3194, 0.5889, 1.1250], [2.6849, 0.3783, 1.8144], [3.8626, -0.1729, 0.8967], [2.8530, 1.0390, -1.6645], [3.5155, 1.3312, -2.2943], [2.7455, 1.6873, -0.9664]],
  "forces_ev_per_angstrom": [[-0.10, 0.56, -0.55], [0.29, 0.23, 1.33], [-0.59, 2.17, 0.76], [0.51, -0.49, -0.18], [-0.20, -0.83, 0.05], [-0.63, 0.55, 0.37], [-0.59, -0.04, -0.35], [0.11, -0.69, 0.03], [0.42, 0.10, -0.09], [-0.15, 0.20, 0.43], [-0.25, -0.35, -0.10], [0.07, -0.35, -0.57], [-0.32, -1.09, -0.33], [-0.39, 0.24, -0.09], [-0.17, -0.31, -0.36], [0.25, 0.16, -0.08], [0.27, 0.20, -0.03], [-0.10, -0.10, 0.16], [0.68, -0.18, 0.07], [0.58, -0.45, -0.13], [-0.06, 1.07, 0.35], [1.07, -0.43, -0.30], [-0.48, -0.95, 0.06], [-0.41, -0.60, 0.49], [0.46, 0.01, -0.31], [-0.15, 0.47, -0.20], [-0.13, 0.21, -0.29], [-0.22, 0.00, -0.06], [0.18, -0.32, 0.17], [1.36, 1.33, 0.44], [-0.81, -0.96, 0.00], [-0.79, -0.30, -0.67], [0.38, 0.01, -0.10], [-0.15, 0.05, 0.08], [-0.18, 0.36, 0.01], [1.36, 0.16, -1.33], [0.13, 0.07, -0.10], [-1.41, -0.03, 1.53], [0.17, -0.48, 0.01], [-0.40, 0.09, 0.15], [0.05, 0.36, -0.16], [0.41, 1.13, 0.01], [0.09, -0.83, -0.10], [-0.33, -0.30, 0.18], [-0.47, -0.51, -0.63], [-0.01, 0.40, 0.15], [0.65, 0.49, 0.31]]
}

=====

Entry 3:
{
  "formula": "C4H8N2O",
  "method": "ωB97M-V/def2-TZVPD",
  "lumo_energy_ev": 1.03,
  "smiles": "C=C1CONN1C",
  "spin_multiplicity": 1,
  "molar_mass_g_mol": 100.12,
  "orbital_gap_ev": 9.291,
  "symbols": ["C", "C", "C", "O", "N", "N", "C", "H", "H", "H", "H", "H", "H", "H", "H"],
  "xyz": [[1.4579, -0.9754, -0.4211], [0.1793, -0.6873, -0.4634], [-0.9384, -1.6863, -0.0831], [-1.9633, -0.7864, 0.3588], [-1.8521, 0.4062, -0.5137], [-0.4575, 0.6789, -0.7821], [0.1696, 1.7287, 0.0692], [2.2738, -0.3270, -0.7698], [1.8202, -1.9961, -0.1393], [-1.2019, -2.3039, -0.9131], [-0.6341, -2.3502, 0.7266], [-2.4358, 1.1684, 0.1057], [1.1452, 1.7396, -0.3200], [-0.3448, 2.6071, -0.1230], [0.2795, 1.5623, 1.1011]],
  "forces_ev_per_angstrom": [[1.78, -0.68, -0.41], [-1.79, 1.00, -0.12], [0.68, 2.45, 0.31], [0.38, -0.06, 0.08], [-2.39, 0.77, 0.90], [0.63, -2.52, 2.22], [-0.17, -1.89, -1.36], [-0.60, 0.00, 0.31], [-0.67, 0.99, -0.22], [-0.60, -0.23, -0.87], [-0.08, 0.35, 0.18], [2.59, -2.04, -1.72], [1.40, 0.69, -0.51], [-0.74, 1.87, -0.37], [-0.41, -0.69, 1.58]]
}

=====

Entry 4:
{
  "formula": "C21H51IO8P",
  "method": "ωB97M-V/def2-TZVPD",
  "lumo_energy_ev": 2.28,
  "spin_multiplicity": 1,
  "molar_mass_g_mol": 589.51,
  "charge": -1,
  "orbital_gap_ev": 5.744,
  "symbols": ["C", "C", "P", "C", "C", "C", "I", "H", "H", "H", "H", "H", "H", "H", "H", "H", "H", "H", "C", "O", "C", "C", "O", "C", "H", "H", "H", "H", "H", "H", "H", "H", "H", "H", "C", "O", "C", "C", "O", "C", "H", "H", "H", "H", "H", "H", "H", "H", "H", "H", "C", "O", "C", "C", "O", "C", "H", "H", "H", "H", "H", "H", "H", "H", "H", "H", "C", "O", "C", "C", "O", "C", "H", "H", "H", "H", "H", "H", "H", "H", "H", "H"],
  "xyz": [[2.7116, -0.9456, -2.8310], [2.1778, 0.1588, -2.8882], [1.0525, 1.7662, -2.8861], [-0.1244, 0.9093, -1.6365], [-1.6595, 1.0156, -1.9970], [-2.0833, 0.2615, -3.3236], [-2.5028, 1.6412, -4.9738], [2.8394, -2.0514, -2.8189], [0.3576, 1.2342, -4.0432], [0.1470, 2.9089, -2.9208], [1.8277, 2.3548, -1.8035], [1.9935, 2.3894, -3.8154], [0.0670, 1.3770, -0.6198], [0.1716, -0.1801, -1.5859], [-2.2472, 0.5612, -1.1436], [-1.9451, 2.0988, -2.0954], [-1.3362, -0.5016, -3.6724], [-3.0674, -0.2493, -3.1114], [6.5891, -5.9577, -1.0549], [7.1995, -4.6808, -0.9713], [6.8948, -3.8581, -2.0961], [5.8343, -2.8235, -1.7566], [4.5749, -3.4368, -1.5098], [4.2759, -3.5211, -0.1262], [6.6984, -6.4505, -0.0877], [5.5240, -5.8816, -1.2883], [7.0919, -6.5626, -1.8167], [6.5859, -4.4666, -2.9522], [7.8181, -3.3374, -2.3687], [5.7017, -2.1602, -2.6172], [6.1445, -2.2101, -0.9045], [4.0357, -2.5269, 0.2639], [5.1045, -3.9511, 0.4429], [3.4015, -4.1622, -0.0069], [-4.6573, 3.4031, -2.1990], [-4.0294, 4.6754, -2.1165], [-4.3032, 5.4930, -3.2473], [-5.3534, 6.5442, -2.9261], [-6.6271, 5.9489, -2.6932], [-6.9411, 5.8709, -1.3145], [-4.5672, 2.9163, -1.2264], [-5.7195, 3.4917, -2.4475], [-4.1527, 2.7873, -2.9496], [-4.6083, 4.8853, -4.1051], [-3.3684, 5.9986, -3.5090], [-5.4649, 7.2071, -3.7907], [-5.0446, 7.1552, -2.0711], [-7.1722, 6.8694, -0.9265], [-6.1240, 5.4306, -0.7379], [-7.8250, 5.2411, -1.2023], [7.6081, -4.2192, 2.5276], [8.1965, -4.2454, 3.8216], [7.7493, -3.1746, 4.6447], [6.7121, -3.6465, 5.6512], [5.5020, -4.0291, 5.0066], [5.3660, -5.4367, 4.8990], [7.8382, -5.1610, 2.0295], [6.5218, -4.1098, 2.5798], [8.0341, -3.3994, 1.9421], [7.3574, -2.3520, 4.0379], [8.6239, -2.8043, 5.1894], [6.4674, -2.8148, 6.3200], [7.1059, -4.4655, 6.2624], [5.1506, -5.8672, 5.8831], [6.2631, -5.9003, 4.4822], [4.5258, -5.6460, 4.2361], [-6.6220, 0.6754, 0.9988], [-5.8919, 1.7283, 1.6086], [-6.4381, 3.0100, 1.3185], [-7.2345, 3.5509, 2.4947], [-8.4168, 2.7866, 2.7165], [-8.2858, 1.8919, 3.8091], [-6.2720, -0.2677, 1.4193], [-7.6951, 0.7647, 1.1889], [-6.4373, 0.6697, -0.0799], [-7.0520, 2.9774, 0.4124], [-5.5937, 3.6802, 1.1285], [-7.5547, 4.5720, 2.2624], [-6.6179, 3.5888, 3.3988], [-8.2923, 2.4502, 4.7516], [-7.3720, 1.2975, 3.7394], [-9.1422, 1.2166, 3.7987]],
  "forces_ev_per_angstrom": [[-0.76, -0.78, -0.19], [0.65, -1.02, 0.18], [0.28, 0.52, -0.22], [-0.69, -0.66, 0.28], [0.55, 0.00, 0.02], [-0.42, -0.47, 1.11], [0.22, -0.64, 0.31], [0.24, 1.63, 0.05], [-0.15, -0.49, 0.04], [-0.10, 0.38, 0.06], [0.10, -0.15, 0.30], [-0.04, 0.06, -0.06], [-0.28, -0.47, -1.05], [-0.41, 1.00, 0.11], [0.37, 0.52, -0.89], [0.23, -0.98, 0.24], [-0.66, 1.03, 0.21], [0.99, 0.52, -0.60], [0.09, 0.10, 0.08], [-0.20, -0.21, -0.10], [0.15, 0.34, 0.37], [-0.25, -0.16, -0.49], [0.31, -0.20, 0.31], [-0.17, 0.10, -0.10], [0.07, 0.06, -0.02], [0.02, 0.01, -0.04], [-0.08, -0.08, -0.04], [-0.07, 0.01, 0.06], [-0.02, 0.01, -0.03], [0.01, 0.05, 0.05], [0.02, -0.08, -0.01], [0.02, -0.03, 0.07], [0.04, 0.01, 0.00], [0.01, 0.05, -0.09], [0.10, -0.09, 0.06], [-0.36, 0.03, -0.11], [0.28, 0.16, 0.41], [-0.11, -0.25, -0.44], [0.09, 0.05, 0.30], [-0.10, -0.02, -0.13], [0.10, 0.08, 0.00], [0.00, 0.04, -0.03], [-0.17, 0.01, 0.07], [-0.06, 0.03, 0.05], [-0.02, 0.00, -0.05], [0.03, 0.01, 0.01], [0.02, -0.10, 0.02], [0.04, -0.01, 0.12], [0.04, 0.04, 0.00], [0.01, 0.04, -0.09], [0.10, -0.05, -0.02], [-0.27, 0.11, -0.03], [0.27, -0.38, 0.20], [-0.26, 0.40, -0.24], [0.23, -0.26, 0.03], [-0.13, 0.10, -0.01], [0.09, 0.06, 0.06], [0.02, 0.05, 0.01], [-0.11, -0.01, -0.10], [-0.08, -0.06, 0.03], [-0.03, 0.05, 0.03], [0.04, -0.01, 0.01], [0.04, -0.01, -0.10], [0.05, -0.10, -0.02], [0.03, 0.01, 0.03], [0.01, 0.10, 0.05], [0.14, 0.00, 0.03], [-0.35, -0.02, -0.06], [0.39, 0.00, 0.36], [-0.31, 0.03, -0.41], [0.23, -0.13, 0.18], [-0.14, 0.06, -0.07], [0.08, 0.08, 0.00], [0.00, 0.03, -0.03], [-0.09, -0.05, -0.04], [-0.05, 0.00, 0.07], [-0.03, 0.04, -0.03], [0.05, 0.01, 0.00], [0.02, -0.08, -0.06], [0.07, -0.08, 0.06], [0.03, 0.04, 0.01], [-0.01, 0.09, -0.05]]
}